[1]
Here is one molecule with the formula C3H5NO in a non-equilibrium geometry from the Open Molecules 2025 dataset. Energies are from ωB97M-V/def2-TZVPD.

Each line ends with the natural charge from an NBO analysis.
Element x y z (Å)
O1 -2.940 -0.383 -0.227  -0.580
N1 1.937 -0.270 -0.215  -0.802
C1 -0.562 -0.350 0.323  -0.445
C2 -1.867 0.299 0.050  0.363
C3 0.660 0.240 0.052  0.097
H1 2.130 -1.232 -0.039  0.394
H2 -0.818 -1.474 0.302  0.231
H3 0.601 1.344 0.123  0.198
H4 2.863 0.355 -0.228  0.414
H5 -2.005 1.471 -0.142  0.131

Cartesian forces, eV/Å:
4.629 2.532 1.592
1.027 2.370 0.343
-0.298 -1.773 -1.239
-3.817 -0.327 -1.996
-0.320 0.528 0.661
-0.095 -0.485 0.024
1.159 1.633 0.176
0.358 -0.617 -0.528
-3.441 -1.731 0.206
0.797 -2.130 0.763

Output
HOMO level ... -0.3276 Ha
Orbital gap ... 9.459 eV

[2]
Here is one molecule with the formula C3H5NO in a non-equilibrium geometry from the Open Molecules 2025 dataset. Energies are from ωB97M-V/def2-TZVPD.

Each line ends with the natural charge from an NBO analysis.
Element x y z (Å)
O1 -0.385 0.447 -0.926  -0.496
N1 2.390 0.085 1.077  -0.300
C1 -1.129 0.596 0.235  -0.236
C2 1.606 -0.147 0.241  0.225
C3 0.528 -0.550 -0.675  -0.159
H1 -0.552 1.070 1.040  0.183
H2 -2.005 1.207 -0.035  0.212
H3 -1.196 -0.579 0.605  0.139
H4 -0.207 -1.285 0.095  0.189
H5 0.950 -0.843 -1.658  0.244

Cartesian forces, eV/Å:
0.153 0.246 -0.179
-1.607 -0.383 -1.926
-0.344 -1.014 0.831
1.789 0.341 2.089
-0.782 -1.170 0.700
-0.131 0.087 -0.107
0.029 -0.724 0.529
-1.493 2.860 -0.167
2.730 0.333 -2.612
-0.341 -0.576 0.841

Output
HOMO level ... -0.4094 Ha
Orbital gap ... 11.874 eV

[3]
Here is one molecule with the formula C3H5NO from the Open Molecules 2025 dataset. Energies are from ωB97M-V/def2-TZVPD.

Each line ends with the natural charge from an NBO analysis.
Element x y z (Å)
O1 -1.945 -0.520 1.169  -0.655
N1 0.018 -0.034 0.123  -0.315
C1 0.020 0.971 -0.867  -0.393
C2 -0.620 -0.680 1.011  0.383
C3 1.275 0.198 -0.539  -0.241
H1 -0.150 -1.373 1.698  0.181
H2 1.629 -0.664 -1.112  0.183
H3 -2.211 0.250 0.638  0.496
H4 2.046 0.684 0.059  0.191
H5 -0.506 0.648 -1.770  0.170

Cartesian forces, eV/Å:
0.053 0.167 -0.123
-0.225 -0.212 0.327
-0.150 0.019 -0.139
0.245 0.079 -0.159
0.338 -0.164 0.121
-0.003 0.099 -0.117
-0.109 0.141 0.044
-0.062 -0.110 0.049
-0.134 -0.058 -0.102
0.047 0.040 0.101

Output
HOMO level ... -0.2691 Ha
Orbital gap ... 8.193 eV

[4]
Here is a 2-piece molecular cluster, C3H5NO2 overall in a non-equilibrium geometry from the Open Molecules 2025 dataset. Energies are from ωB97M-V/def2-TZVPD.

Each line ends with the natural charge from an NBO analysis.
Element x y z (Å)
O1 2.087 -2.145 -1.120  -0.475
O2 -1.114 -1.294 0.604  -0.465
N1 1.018 -0.407 0.000  -0.599
C1 -0.096 -0.817 0.316  0.877
C2 1.720 -1.688 -0.085  0.528
C3 -1.096 1.708 -0.124  -0.856
H1 1.832 -2.191 0.892  0.127
H2 -1.690 0.829 -0.387  0.211
H3 -1.643 2.305 0.604  0.218
H4 -0.874 2.273 -1.029  0.222
H5 -0.144 1.429 0.330  0.213

Cartesian forces, eV/Å:
0.107 0.199 0.422
0.347 0.341 -0.006
0.033 -1.168 0.154
-1.031 -0.072 0.268
0.786 -0.298 -0.629
0.000 0.167 0.057
0.177 0.111 -0.135
0.099 0.297 0.033
-0.103 0.103 -0.187
-0.123 0.081 0.121
-0.292 0.240 -0.098

Output
HOMO level ... -0.4111 Ha
Orbital gap ... 11.575 eV

[5]
Here is one molecule with the formula C3H5NO2 in a non-equilibrium geometry from the Open Molecules 2025 dataset. Energies are from ωB97M-V/def2-TZVPD.

Each line ends with the natural charge from an NBO analysis.
Element x y z (Å)
O1 -2.004 -0.908 0.457  -0.491
O2 -1.346 0.020 1.404  -0.229
N1 0.701 1.029 1.153  -0.760
C1 -0.413 -0.140 -0.683  -0.220
C2 -0.337 0.328 0.710  0.662
C3 0.555 -0.825 -1.295  -0.464
H1 1.442 1.188 0.485  0.426
H2 0.790 1.356 2.103  0.420
H3 0.511 -1.019 -2.360  0.209
H4 1.308 -1.356 -0.728  0.193
H5 -1.208 0.328 -1.247  0.253

Cartesian forces, eV/Å:
-1.031 -0.225 1.066
0.269 -0.132 -0.509
-0.121 -0.115 0.012
0.923 0.736 -0.607
0.136 -0.139 -0.216
-0.062 -0.160 0.051
-0.077 0.058 0.173
-0.103 -0.125 -0.123
-0.051 -0.017 0.134
0.170 0.128 0.004
-0.053 -0.009 0.014

Output
HOMO level ... -0.3076 Ha
Orbital gap ... 8.894 eV

[6]
Here is a 2-piece molecular cluster, C3H5NO2 overall in a non-equilibrium geometry from the Open Molecules 2025 dataset. Energies are from ωB97M-V/def2-TZVPD.

Each line ends with the natural charge from an NBO analysis.
Element x y z (Å)
O1 -0.926 -2.069 -0.987  -0.488
O2 0.424 -1.072 0.915  -0.602
N1 1.164 0.854 -0.051  -0.821
C1 1.306 -0.234 0.711  0.534
C2 -1.526 0.224 -0.313  -0.876
C3 -1.073 -1.030 -0.478  0.774
H1 -2.301 0.496 -1.014  0.252
H2 -1.488 0.715 0.649  0.254
H3 0.223 0.977 -0.469  0.435
H4 1.918 1.513 -0.158  0.402
H5 2.280 -0.374 1.194  0.135

Cartesian forces, eV/Å:
-0.042 0.727 0.339
0.450 0.302 0.243
0.005 -0.073 0.047
-0.027 -0.130 0.236
-0.533 -0.344 0.136
-0.527 -0.529 -0.821
-0.133 0.023 -0.023
0.131 -0.117 -0.137
0.657 0.118 0.064
-0.087 -0.125 -0.006
0.106 0.147 -0.079

Output
HOMO level ... -0.3230 Ha
Orbital gap ... 9.599 eV

[7]
Here is one molecule with the formula C3H5NO2 in a non-equilibrium geometry from the Open Molecules 2025 dataset. Energies are from ωB97M-V/def2-TZVPD.

Each line ends with the natural charge from an NBO analysis.
Element x y z (Å)
O1 -0.590 -1.101 -0.401  -0.497
O2 0.852 2.080 -1.116  -0.500
N1 0.282 -0.532 1.572  -0.917
C1 0.137 -1.557 0.596  0.359
C2 -0.702 0.307 -0.711  -0.212
C3 0.675 0.898 -0.976  0.424
H1 -1.275 0.328 -1.643  0.227
H2 1.498 0.158 -1.079  0.119
H3 1.019 -0.807 2.222  0.383
H4 -1.219 0.894 0.048  0.227
H5 -0.537 -0.980 2.028  0.387

Cartesian forces, eV/Å:
0.334 -0.332 -0.059
-0.090 -0.555 0.089
-0.130 -0.715 0.000
0.407 0.085 -0.638
-0.129 0.189 0.037
-0.014 0.428 -0.090
0.063 0.044 0.132
-0.092 0.111 0.055
-0.021 -0.127 -0.221
0.056 -0.114 -0.041
-0.385 0.986 0.737

Output
HOMO level ... -0.3268 Ha
Orbital gap ... 9.750 eV

[8]
Here is one molecule with the formula C3H5NO2 in a non-equilibrium geometry from the Open Molecules 2025 dataset. Energies are from ωB97M-V/def2-TZVPD.

Each line ends with the natural charge from an NBO analysis.
Element x y z (Å)
O1 -2.344 0.045 0.073  -0.664
O2 2.172 0.275 0.389  -0.597
N1 1.013 0.123 -0.432  -0.121
C1 -0.129 -1.126 -0.037  -0.269
C2 -0.020 0.980 -0.026  -0.169
C3 -0.989 0.044 0.117  0.237
H1 0.324 -1.535 0.858  0.217
H2 -0.365 -1.865 -0.803  0.204
H3 2.910 0.085 -0.206  0.470
H4 -2.665 0.939 -0.094  0.487
H5 0.095 2.035 0.161  0.206

Cartesian forces, eV/Å:
0.057 -0.081 0.127
-0.363 -0.206 0.285
-0.655 -1.500 -0.533
1.811 1.020 -0.246
-0.693 -0.311 0.741
0.083 1.109 -0.212
-0.171 -0.117 0.062
0.161 0.055 -0.022
-0.246 -0.046 -0.022
0.074 -0.067 0.032
-0.058 0.144 -0.212

Output
HOMO level ... -0.2977 Ha
Orbital gap ... 8.866 eV

[9]
Here is one molecule with the formula C3H5NO2 in a non-equilibrium geometry from the Open Molecules 2025 dataset. Energies are from ωB97M-V/def2-TZVPD.

Each line ends with the natural charge from an NBO analysis.
Element x y z (Å)
O1 1.016 -1.463 -0.472  -0.708
O2 -2.235 -1.163 -0.066  -0.619
N1 -0.898 1.001 -0.404  -0.616
C1 0.649 0.960 -0.032  -0.232
C2 0.347 -0.565 0.210  0.024
C3 -1.223 -0.326 -0.160  0.643
H1 0.549 1.634 0.943  0.214
H2 1.478 1.182 -0.795  0.230
H3 1.588 -2.181 -0.033  0.506
H4 0.336 -0.682 1.357  0.167
H5 -1.607 1.604 -0.548  0.390

Cartesian forces, eV/Å:
2.912 -3.547 -1.463
4.703 5.150 -0.845
2.007 -4.307 -0.065
-3.048 0.954 0.933
-2.351 1.413 4.120
-0.266 -3.473 0.909
1.523 -1.484 -2.013
-1.757 0.025 0.958
-1.667 2.129 -0.423
0.200 -0.313 -1.479
-2.256 3.454 -0.633

Output
HOMO level ... -0.3389 Ha
Orbital gap ... 9.740 eV

[10]
Here is one molecule with the formula C3H5NO2 in a non-equilibrium geometry from the Open Molecules 2025 dataset. Energies are from ωB97M-V/def2-TZVPD.

Each line ends with the natural charge from an NBO analysis.
Element x y z (Å)
O1 1.282 -0.768 -0.730  -0.686
O2 -0.932 -1.416 0.678  -0.719
N1 0.747 2.497 -1.430  -0.295
C1 0.723 1.508 -0.831  0.259
C2 0.628 0.265 -0.045  -0.021
C3 -0.852 -0.099 0.165  -0.081
H1 -0.871 -1.383 1.641  0.478
H2 -1.347 0.634 0.813  0.184
H3 1.101 0.454 0.933  0.193
H4 0.880 -1.584 -0.387  0.490
H5 -1.357 -0.109 -0.805  0.199

Cartesian forces, eV/Å:
-0.019 -0.211 0.051
-0.011 -0.011 0.286
-0.021 -0.954 0.603
0.013 0.870 -0.512
-0.127 0.200 0.119
-0.075 0.230 -0.146
-0.001 -0.059 -0.135
0.092 -0.104 -0.103
-0.054 -0.034 -0.143
0.135 0.063 -0.121
0.069 0.009 0.101

Output
HOMO level ... -0.4026 Ha
Orbital gap ... 11.308 eV